Molecular formula: C28H78N6O8
Method: DFT, wB97M-V/def2-TZVPD

Atoms and positions in Å:
1 C -14.571 -19.436 10.921
2 C -15.878 -20.286 11.127
3 C -15.610 -21.387 12.198
4 O -15.033 -20.846 13.345
5 C -14.881 -21.759 14.450
6 N -16.881 -19.371 11.622
7 H -14.105 -19.046 11.826
8 H -14.663 -18.711 10.113
9 H -13.768 -20.134 10.680
10 H -16.276 -20.773 10.237
11 H -14.888 -22.099 11.798
12 H -16.544 -21.833 12.540
13 H -14.581 -22.709 14.008
14 H -15.758 -21.844 15.091
15 H -13.988 -21.456 14.997
16 H -16.834 -19.380 12.631
17 H -17.802 -19.776 11.536
18 C -10.674 -19.779 13.810
19 C -12.096 -20.312 14.031
20 C -12.597 -20.092 15.440
21 O -11.941 -20.781 16.445
22 C -12.624 -20.719 17.680
23 N -12.909 -19.653 12.942
24 H -10.484 -20.176 12.813
25 H -9.985 -20.120 14.582
26 H -10.786 -18.695 13.778
27 H -11.978 -21.372 13.805
28 H -13.642 -20.401 15.403
29 H -12.720 -19.014 15.546
30 H -13.040 -19.735 17.897
31 H -11.829 -20.850 18.414
32 H -13.377 -21.458 17.952
33 H -12.608 -19.871 12.003
34 H -13.894 -19.875 12.972
35 C -16.806 -27.293 10.518
36 C -15.653 -26.483 9.774
37 C -14.819 -25.785 10.882
38 O -15.472 -24.649 11.424
39 C -14.657 -23.952 12.300
40 N -14.849 -27.390 8.903
41 H -16.523 -28.003 11.295
42 H -17.357 -27.890 9.791
43 H -17.552 -26.595 10.900
44 H -16.082 -25.797 9.045
45 H -13.860 -25.549 10.422
46 H -14.577 -26.498 11.670
47 H -15.060 -23.037 12.734
48 H -13.835 -23.639 11.657
49 H -14.176 -24.617 13.017
50 H -14.161 -26.841 8.407
51 H -14.268 -28.036 9.419
52 C -16.795 -17.651 13.614
53 C -16.335 -17.193 15.051
54 C -15.721 -18.270 15.938
55 O -16.554 -19.385 15.951
56 C -16.117 -20.486 16.796
57 N -15.483 -16.104 14.967
58 H -17.122 -16.816 12.994
59 H -17.719 -18.229 13.631
60 H -16.108 -18.297 13.069
61 H -17.177 -16.780 15.608
62 H -15.401 -17.908 16.915
63 H -14.813 -18.633 15.457
64 H -15.121 -20.825 16.513
65 H -16.815 -21.323 16.761
66 H -16.153 -20.176 17.840
67 H -14.706 -16.383 14.385
68 H -14.992 -15.997 15.843
69 C -15.326 -23.546 7.083
70 C -15.527 -23.687 8.630
71 C -14.846 -22.752 9.616
72 O -13.476 -22.844 9.598
73 C -12.906 -21.822 10.503
74 N -16.961 -23.551 8.868
75 H -14.265 -23.636 6.850
76 H -15.443 -22.543 6.674
77 H -16.002 -24.140 6.468
78 H -15.340 -24.743 8.826
79 H -15.146 -23.084 10.610
80 H -15.132 -21.719 9.417
81 H -11.825 -21.946 10.566
82 H -13.239 -21.961 11.531
83 H -13.185 -20.813 10.196
84 H -17.010 -23.852 9.831
85 H -17.327 -24.367 8.399
86 C -18.220 -20.081 14.348
87 C -19.251 -19.534 13.369
88 C -19.508 -20.566 12.280
89 O -18.249 -21.069 11.754
90 C -18.213 -22.136 10.920
91 N -20.471 -19.260 13.980
92 H -18.534 -20.937 14.946
93 H -17.845 -19.268 14.970
94 H -17.306 -20.382 13.835
95 H -18.827 -18.684 12.835
96 H -20.181 -20.096 11.564
97 H -20.137 -21.356 12.690
98 H -17.247 -22.333 10.454
99 H -18.842 -21.998 10.041
100 H -18.512 -22.979 11.543
101 H -21.258 -19.090 13.370
102 H -20.749 -20.058 14.533
103 C -12.070 -16.648 12.911
104 C -13.476 -17.268 12.861
105 O -13.829 -17.876 14.079
106 H -11.745 -16.194 11.975
107 H -11.361 -17.476 12.936
108 H -12.090 -15.990 13.781
109 H -13.625 -18.013 12.079
110 H -14.208 -16.467 12.756
111 H -13.370 -18.719 14.066
112 C -16.350 -15.723 10.863
113 C -16.532 -17.071 11.518
114 O -16.391 -18.076 10.453
115 H -15.276 -15.692 10.685
116 H -16.520 -14.996 11.658
117 H -16.924 -15.565 9.950
118 H -17.502 -17.167 12.006
119 H -15.677 -17.152 12.189
120 H -16.318 -18.915 10.914

Values from the calculation:
HOMO-LUMO gap = 6.3187 eV
M = 627.0 g mol⁻¹
net charge = 0
HOMO level = -5.94 eV
largest force on an atom = 16.15 eV Å⁻¹
energy relative to the best compared isomer or geometry (same formula, charge and spin) = 2723.1 kJ/mol



Molecular formula: C17H19N4O3Ru
Method: DFT, wB97M-V/def2-TZVPD

Atoms and positions in Å:
1 Ru 0.270 -0.205 -0.084
2 N 2.029 -0.369 -1.282
3 C 2.907 0.760 -0.879
4 C 2.101 1.896 -0.267
5 O 2.532 3.004 -0.115
6 N 0.822 1.505 0.154
7 C -0.060 2.398 0.923
8 C -1.140 1.543 1.582
9 O -1.785 1.956 2.510
10 O -1.259 0.323 1.087
11 H 2.526 -1.249 -1.191
12 H 1.779 -0.271 -2.264
13 H 3.493 1.163 -1.703
14 H 3.604 0.415 -0.114
15 H -0.533 3.102 0.236
16 H 0.513 2.966 1.652
17 C -1.514 -1.649 4.099
18 N -0.427 -2.421 3.464
19 C 0.030 -3.665 4.095
20 C 0.103 -1.975 2.382
21 N 0.544 -1.534 1.400
22 H -2.395 -2.284 4.172
23 H -1.743 -0.775 3.493
24 H -1.194 -1.343 5.094
25 H -0.804 -4.363 4.151
26 H 0.391 -3.446 5.099
27 H 0.832 -4.103 3.508
28 C -0.303 0.948 -5.668
29 C 0.358 1.618 -4.620
30 C 0.195 1.206 -3.324
31 C -0.627 0.099 -3.012
32 C -0.844 -0.383 -1.691
33 C -1.735 -1.406 -1.418
34 C -2.398 -2.050 -2.484
35 C -2.188 -1.640 -3.768
36 C -1.316 -0.555 -4.064
37 C -1.128 -0.107 -5.391
38 H -0.170 1.282 -6.687
39 H 0.981 2.475 -4.840
40 H 0.657 1.768 -2.522
41 H -1.972 -1.672 -0.393
42 H -3.094 -2.849 -2.268
43 H -2.711 -2.117 -4.588
44 H -1.660 -0.611 -6.189

Values from the calculation:
HOMO-LUMO gap = 6.4913 eV
M = 428.4 g mol⁻¹
net charge = +1
HOMO level = -11.40 eV
largest force on an atom = 0.76 eV Å⁻¹
energy relative to the best compared isomer or geometry (same formula, charge and spin) = 14.6 kJ/mol



Molecular formula: C6H10N2
Method: DFT, wB97M-V/def2-TZVPD

Atoms and positions in Å:
1 N 1.449 0.464 0.099
2 C 0.317 -0.119 -0.577
3 C -0.302 1.180 -0.969
4 C -0.906 1.679 0.425
5 C -0.920 0.586 1.301
6 C -0.851 -0.614 0.483
7 N 0.005 -1.866 0.524
8 C 0.537 -1.602 -0.958
9 H 2.008 -0.300 0.701
10 H 1.023 1.261 0.643
11 H -1.151 1.139 -1.698
12 H 0.541 1.831 -1.465
13 H -1.179 2.660 0.699
14 H -0.796 0.569 2.481
15 H -1.769 -1.066 -0.124
16 H 0.761 -1.903 1.050
17 H 1.419 -2.104 -1.051
18 H -0.187 -1.794 -1.564

Values from the calculation:
HOMO-LUMO gap = 9.0035 eV
M = 110.2 g mol⁻¹
net charge = 0
HOMO level = -8.06 eV
largest force on an atom = 7.67 eV Å⁻¹
energy relative to the best compared isomer or geometry (same formula, charge and spin) = 603.5 kJ/mol



Molecular formula: C3H8O2Si
Method: DFT, wB97M-V/def2-TZVPD

Atoms and positions in Å:
1 C -2.230 0.705 -0.179
2 C -1.714 -0.498 0.101
3 C -0.068 -0.953 -0.286
4 Si 1.391 0.059 0.366
5 O 2.793 -0.547 -0.184
6 O 1.187 1.660 -0.025
7 H -3.365 0.831 -0.031
8 H -1.557 1.431 -0.438
9 H -2.270 -1.387 0.337
10 H -0.136 -1.276 -1.284
11 H 0.076 -1.872 0.159
12 H 1.650 -0.315 1.670
13 H 3.391 -0.111 -0.842
14 H 0.851 2.274 0.637

Values from the calculation:
HOMO-LUMO gap = 10.5319 eV
M = 104.2 g mol⁻¹
net charge = 0
HOMO level = -9.83 eV
largest force on an atom = 4.43 eV Å⁻¹
energy relative to the best compared isomer or geometry (same formula, charge and spin) = 131.4 kJ/mol



Molecular formula: C6H10N2
Method: DFT, wB97M-V/def2-TZVPD

Atoms and positions in Å:
1 C -1.795 1.408 -0.388
2 C 0.490 0.129 0.105
3 C 1.932 0.544 0.423
4 C 0.531 -0.537 -1.323
5 C 0.281 -1.768 -1.567
6 C -0.204 -0.845 1.025
7 H -1.615 1.184 -1.616
8 H -2.597 2.383 0.085
9 H -2.076 0.181 -0.087
10 H 0.237 2.309 0.156
11 H 1.845 1.593 1.119
12 H 2.027 0.963 -0.646
13 H 2.701 -0.237 0.513
14 H 1.000 0.112 -1.981
15 H -0.112 -2.647 -0.824
16 H 0.153 -1.925 -2.715
17 N -0.452 1.386 0.192
18 N -0.830 -1.029 2.143

Values from the calculation:
HOMO-LUMO gap = 9.5819 eV
M = 110.2 g mol⁻¹
net charge = 0
HOMO level = -8.81 eV
largest force on an atom = 11.68 eV Å⁻¹
energy relative to the best compared isomer or geometry (same formula, charge and spin) = 694.2 kJ/mol



Molecular formula: C2H13NO3
Method: DFT, wB97M-V/def2-TZVPD

Atoms and positions in Å:
1 C 1.064 0.433 -0.735
2 N 1.314 0.913 0.629
3 C 1.653 2.217 1.090
4 H 2.028 0.015 -1.051
5 H 0.280 -0.296 -0.824
6 H 0.611 1.433 -1.058
7 H 1.296 0.189 1.407
8 H 2.660 2.353 0.692
9 H 1.775 2.153 2.173
10 H 0.806 2.963 0.988
11 H -3.121 -2.016 0.306
12 H -2.095 -1.099 -0.442
13 O -2.611 -1.928 -0.552
14 H -2.182 1.007 0.171
15 H -0.550 0.762 0.661
16 O -1.496 0.407 0.466
17 H -0.950 -3.024 -0.660
18 H -0.351 -3.286 -2.125
19 O -0.130 -3.197 -1.136

Values from the calculation:
HOMO-LUMO gap (spin up / spin down) = 10.0792 / 5.3211 eV
⟨S²⟩ = 0.75
2S+1 = 2
M = 99.1 g mol⁻¹
net charge = +1
HOMO level (spin up / spin down) = -13.77 / -13.77 eV
largest force on an atom = 4.02 eV Å⁻¹
energy relative to the best compared isomer or geometry (same formula, charge and spin) = 154.9 kJ/mol